# C23H30MnN4OS3Si

A structure of composition C23H30MnN4OS3Si (ωB97M-V/def2-TZVPD, the Open Molecules 2025 dataset).

The geometry in XYZ format:
```
63
Properties=species:S:1:pos:R:3:forces:R:3:mulliken_spin:R:1
Mn -0.443520 0.185448 0.490850 -0.1 -0.1 0.0 0.957
C 1.402293 -0.616526 -2.699204 0.0 0.0 0.0 0.001
Si 2.434233 -0.211872 -1.191616 0.0 0.0 0.0 0.009
C 3.647597 1.100894 -1.812709 0.0 0.0 0.0 0.001
C 3.390509 -1.756970 -0.735352 0.0 0.0 0.0 0.004
N 1.501383 0.313405 0.189226 0.0 0.0 0.0 0.027
C 2.176609 0.324169 1.408022 0.0 0.0 0.0 -0.022
C 3.479461 0.803659 1.609331 0.0 0.0 0.0 0.007
C 4.114391 0.712933 2.839482 0.0 0.0 0.0 -0.005
C 3.474129 0.138364 3.925330 0.0 0.0 0.0 0.012
C 2.171564 -0.322570 3.774918 0.0 0.0 0.0 -0.008
C 1.548268 -0.191901 2.553022 0.0 0.0 0.0 0.031
O 0.240669 -0.652894 2.321750 0.0 0.0 0.0 -0.004
C -0.666522 -0.706855 3.372002 0.0 0.0 0.0 0.005
C -1.516910 -1.798614 3.396585 0.0 0.0 0.0 -0.002
C -2.505049 -1.862587 4.367535 0.0 0.0 0.0 0.001
C -2.630525 -0.849968 5.309272 0.0 0.0 0.0 -0.001
C -1.762591 0.233216 5.275279 0.0 0.0 0.0 0.001
C -0.775982 0.317374 4.301954 0.0 0.0 0.0 -0.002
H 2.075432 -1.143568 -3.382918 0.0 0.0 0.0 0.000
H 1.037509 0.265992 -3.225586 0.0 0.0 0.0 -0.001
H 0.556315 -1.269817 -2.493846 0.0 0.0 0.0 0.000
H 3.915234 0.882536 -2.850095 0.0 0.0 0.0 0.000
H 4.577241 1.140572 -1.242749 0.0 0.0 0.0 0.000
H 3.201846 2.100238 -1.795175 0.0 0.0 0.0 0.000
H 4.024058 -2.083344 -1.563751 0.0 0.0 0.0 0.000
H 2.693180 -2.566274 -0.504833 0.0 0.0 0.0 0.000
H 4.028523 -1.604336 0.137062 0.0 0.0 0.0 0.000
H 3.998112 1.252349 0.773781 0.0 0.0 0.0 0.001
H 5.122812 1.092580 2.944856 0.0 0.0 0.0 0.000
H 3.971864 0.049061 4.881023 0.0 0.0 0.0 0.001
H 1.649109 -0.779605 4.604710 0.0 0.0 0.0 0.000
H -1.405579 -2.564910 2.640461 0.0 0.0 0.0 -0.001
H -3.178038 -2.709474 4.385914 0.0 0.0 0.0 0.000
H -3.396936 -0.907315 6.070551 0.0 0.0 0.0 0.000
H -1.849597 1.022376 6.011345 0.0 0.0 0.0 0.000
H -0.093936 1.156523 4.270555 0.0 0.0 0.0 0.000
C -2.817322 1.475980 -1.538605 0.0 0.0 0.0 0.001
C -3.536727 0.485823 -0.636488 0.0 0.0 0.0 -0.006
S -2.790309 0.207826 0.985359 0.0 0.0 0.0 -0.007
C -3.042688 1.763773 1.874737 0.0 0.0 0.0 0.002
C -2.104387 2.899756 1.484945 0.0 0.0 0.0 0.002
S -0.366368 2.359615 1.491355 0.0 0.0 0.0 -0.009
C 0.296755 3.229541 0.052324 0.0 0.0 0.0 0.003
C -0.414369 2.962225 -1.275782 0.0 0.0 0.0 0.000
S -0.999572 1.248583 -1.523846 0.0 0.0 0.0 -0.011
H -3.041070 2.504478 -1.262437 0.0 0.0 0.0 0.000
H -3.154454 1.328459 -2.564157 0.0 0.0 0.0 0.000
H -3.553407 -0.506031 -1.092065 0.0 0.0 0.0 0.001
H -4.577536 0.782214 -0.498170 0.0 0.0 0.0 0.000
H -2.892840 1.490910 2.920727 0.0 0.0 0.0 0.001
H -4.083191 2.073564 1.763858 0.0 0.0 0.0 -0.001
H -2.214759 3.725738 2.188517 0.0 0.0 0.0 -0.001
H -2.337268 3.277548 0.492766 0.0 0.0 0.0 0.000
H 1.320396 2.857836 0.011466 0.0 0.0 0.0 0.002
H 0.321230 4.301283 0.254049 0.0 0.0 0.0 0.000
H 0.283217 3.175380 -2.085740 0.0 0.0 0.0 0.001
H -1.267431 3.625149 -1.416241 0.0 0.0 0.0 0.000
N -0.836484 -1.616435 -0.303158 0.0 0.0 0.0 -0.020
C -1.378879 -2.395064 -0.980618 0.0 0.0 0.0 0.020
N -1.961507 -3.271855 -1.722850 0.0 0.0 0.0 0.007
C -3.075090 -2.825066 -2.293287 0.0 0.0 0.0 0.000
N -4.048592 -2.443592 -2.794556 0.0 0.0 0.0 0.002
```
Positions in Å, forces in eV/Å.

Values from the calculation:
Expectation value of S²: 0.768
HOMO-LUMO gap (alpha / beta), eV: 7.237 / 7.406
Highest occupied orbital energy (alpha / beta), Eh: -0.269 / -0.275
Spin multiplicity: 2
DFT total energy, eV: -104050.6091
Charge: 0

# C7H11NO

The molecule C7H11NO in a non-equilibrium geometry (ωB97M-V/def2-TZVPD, the Open Molecules 2025 dataset).

The geometry in XYZ format:
```
20
Properties=species:S:1:pos:R:3:forces:R:3:mulliken_charge:R:1
C -0.133029 0.063799 -1.850906 0.0 0.2 0.3 -0.950
N 0.455477 0.226810 -0.506936 4.2 -0.2 0.3 0.165
C -1.752376 0.309283 0.529783 1.3 -1.1 0.3 0.393
C -0.210862 -0.155647 0.625611 -3.8 1.1 0.1 0.464
C 1.971860 0.427559 -0.458790 -2.0 0.1 -1.3 -0.202
C -2.747540 -0.497284 0.166279 0.1 0.2 0.1 -0.885
C 0.147921 -0.619866 1.823587 0.5 -0.5 -0.1 -1.062
C 2.984352 -0.248904 0.075586 -0.8 -0.3 0.2 -0.730
O -2.000513 1.599266 0.929489 0.7 -0.1 -0.2 -0.544
H -1.138174 2.019054 1.089225 -0.4 -0.1 0.0 0.390
H 2.208899 1.288661 -1.085244 0.0 -0.1 0.1 0.367
H -0.812537 0.896027 -2.054249 -0.1 -0.2 -0.1 0.311
H 0.640096 0.059887 -2.626095 0.0 0.1 0.4 0.416
H -0.678242 -0.882340 -1.930311 0.1 0.2 0.1 0.292
H -2.566611 -1.525828 -0.123853 0.1 0.2 0.1 0.286
H -3.776262 -0.148472 0.180904 0.2 0.0 -0.1 0.298
H -0.585305 -0.733123 2.616249 0.0 0.2 -0.3 0.272
H 1.135074 -0.996945 2.037058 0.2 0.2 0.0 0.215
H 2.847315 -1.153242 0.652511 0.0 0.0 0.0 0.265
H 4.010458 0.071305 -0.089898 -0.3 0.2 0.0 0.239
```
Positions in Å, forces in eV/Å.

Values from the calculation:
Energy above the lowest of the compared OMol25 structures with the same formula, charge and spin, kcal per mole: 75.05
HOMO-LUMO gap, eV: 9.103
Highest occupied orbital energy, Eh: -0.303
DFT total energy, eV: -10972.0216
Charge: 0